[1]
{"formula": "C4H13NO3", "method": "the ωB97M-V functional and the def2-TZVPD basis", "homo_energy_ha": -0.2959, "homo_lumo_gap_ev": 3.72, "de_lowest_kj_mol": 1105.7, "e_tot_ev": -11981.0111, "elements": ["O", "C", "C", "C", "C", "N", "H", "H", "H", "H", "H", "H", "H", "H", "H", "H", "H", "O", "H", "H", "O"], "positions_angstrom": [[-1.89651, 0.82967, -0.74351], [-2.61060, 0.18516, 0.38447], [-1.83988, -0.64815, 1.07081], [-0.26830, -0.66652, 0.99025], [0.46185, 0.57362, 1.62404], [1.77117, 0.75852, 1.17607], [-1.74677, -1.20196, -2.35682], [-2.30923, -1.31123, -1.93960], [-2.26227, -1.55403, 1.56166], [-0.16425, -1.63033, 1.52879], [0.22773, -0.64085, -0.04056], [0.20592, 0.63572, 2.69801], [-0.05759, 1.46449, 1.08301], [1.92878, 1.61561, 0.69659], [2.23845, -0.03160, 0.63308], [-2.52355, 1.47173, -1.26428], [1.33924, 1.50742, -2.05981], [1.16447, 1.05845, -1.21676], [1.67170, 0.14639, -1.30114], [2.61739, -1.38306, -1.61592], [2.05223, -1.17905, -0.90837]], "atomic_forces_ev_per_a": [[-4.7, -0.4, 1.6], [4.6, 2.2, -3.4], [-1.1, -1.3, -0.4], [1.4, 1.1, 0.8], [-3.2, 0.7, -1.5], [2.4, -2.3, 0.6], [1.1, 0.1, -0.8], [-1.0, -0.4, 0.6], [0.2, 0.9, -0.4], [0.8, 0.6, -0.3], [-1.5, -0.7, 0.4], [0.6, 0.2, -0.1], [0.0, -1.3, 1.1], [0.0, 0.4, -0.2], [-0.9, 0.9, 0.7], [1.6, -1.4, 1.7], [-0.3, -0.1, 0.3], [0.1, 1.1, -1.7], [-0.4, -0.4, 0.7], [1.3, -0.9, -1.4], [-1.0, 0.8, 1.4]]}

***

[2]
{"formula": "C4H13NO3", "method": "the ωB97M-V functional and the def2-TZVPD basis", "homo_energy_ha": -0.3541, "smiles": "CN(C)CC=O.O.O", "homo_lumo_gap_ev": 10.26, "de_lowest_kj_mol": 233.8, "e_tot_ev": -11990.0484, "elements": ["C", "N", "C", "C", "C", "O", "H", "H", "H", "H", "H", "H", "H", "H", "H", "O", "H", "H", "O", "H", "H"], "positions_angstrom": [[0.50366, -0.99084, 0.28344], [-0.37584, 0.09805, -0.22312], [-0.30853, 1.26029, 0.70206], [-1.74523, -0.40887, -0.26344], [-2.02003, -1.35592, -1.38180], [-2.70454, -2.32626, -1.15574], [0.39139, -1.13211, 1.35242], [0.35008, -1.95461, -0.21286], [1.52453, -0.62802, 0.13452], [0.74689, 1.51807, 0.72638], [-0.64691, 1.20926, 1.74289], [-0.85994, 2.06221, 0.19728], [-2.44412, 0.44034, -0.26400], [-2.04823, -0.88376, 0.69429], [-1.60658, -1.20943, -2.40380], [1.24116, 1.08530, -2.40010], [1.05496, 0.54935, -3.17013], [0.53851, 0.86594, -1.75675], [2.54135, 0.51389, 2.43941], [3.01528, 0.14016, 3.18234], [2.85213, 1.14697, 1.77671]], "atomic_forces_ev_per_a": [[0.5, 0.9, -0.3], [-0.7, -0.7, 1.4], [0.5, 0.3, -1.4], [-0.1, 1.0, 1.0], [-0.6, -1.0, 0.3], [0.1, 0.1, -0.5], [-0.3, -0.1, 0.4], [-0.1, 0.4, -0.2], [0.0, -0.4, -0.1], [0.0, 0.4, 0.1], [-0.2, -0.8, -0.1], [0.2, 0.0, 0.3], [0.1, 0.0, -0.7], [0.3, -0.3, -0.4], [0.1, 0.3, 0.3], [0.0, 0.3, 0.2], [0.0, -0.1, -0.2], [0.1, -0.2, -0.1], [-2.0, -0.3, -0.6], [1.0, 0.9, -0.6], [1.0, -0.5, 1.2]]}

***

[3]
{"formula": "C4H13NO3", "method": "the ωB97M-V functional and the def2-TZVPD basis", "homo_energy_ha": -0.3478, "smiles": "C[C@@H](O)[C@@H](N)CO.O", "homo_lumo_gap_ev": 10.16, "de_lowest_kj_mol": 165.4, "e_tot_ev": -11990.7572, "elements": ["C", "C", "O", "C", "N", "C", "O", "H", "H", "H", "H", "H", "H", "H", "H", "H", "H", "H", "O", "H", "H"], "positions_angstrom": [[0.38285, -1.11389, -1.26727], [-0.76786, -0.22647, -0.83130], [-1.84898, -1.09530, -0.39953], [-0.40666, 0.59530, 0.40322], [-1.40686, 1.65838, 0.58697], [-0.21081, -0.31508, 1.64022], [-0.01444, 0.48425, 2.80243], [0.13632, -1.60153, -2.21453], [1.28997, -0.51712, -1.38913], [0.61841, -1.91414, -0.56626], [-1.16686, 0.36504, -1.65324], [-2.46072, -1.21908, -1.13060], [0.56291, 1.08973, 0.30393], [-0.93382, 2.44869, 0.99922], [-2.17197, 1.37068, 1.18734], [0.70541, -0.88539, 1.55472], [-1.10797, -0.92572, 1.73558], [-0.72230, 1.13389, 2.86582], [3.21621, 0.60857, -1.38215], [3.61350, -0.23615, -1.11060], [2.69368, 0.29534, -2.13487]], "atomic_forces_ev_per_a": [[0.3, 0.0, -0.7], [-0.1, -1.3, 0.8], [-0.2, 0.2, -0.2], [0.1, 0.2, 0.0], [0.4, -0.2, 0.2], [-0.6, 1.1, 0.0], [0.2, 0.0, 0.2], [0.1, 0.1, 0.0], [-0.3, -0.2, 0.0], [-0.2, 0.1, 0.2], [0.4, 0.5, 0.1], [0.1, 0.0, 0.0], [-0.1, 0.1, -0.5], [-0.3, 0.2, 0.1], [0.0, 0.0, -0.1], [-0.1, -0.4, -0.1], [0.2, -0.4, 0.2], [0.0, -0.1, -0.1], [0.1, -0.9, -0.3], [0.1, 0.5, 0.2], [0.1, 0.5, 0.0]]}

***

[4]
{"formula": "C4H13NO3", "method": "the ωB97M-V functional and the def2-TZVPD basis", "homo_energy_ha": -0.3367, "smiles": "OCCCNCO.O", "homo_lumo_gap_ev": 9.32, "de_lowest_kj_mol": 410.5, "e_tot_ev": -11988.2167, "elements": ["O", "C", "C", "C", "N", "C", "O", "H", "H", "H", "H", "H", "H", "H", "H", "H", "H", "H", "O", "H", "H"], "positions_angstrom": [[1.03945, -2.84532, 1.15145], [-0.42706, -2.77786, 1.00483], [-1.08405, -1.65279, 0.26947], [-1.14406, -0.14402, 0.83826], [-0.24021, 0.57310, -0.12861], [-0.35833, 2.01093, -0.26907], [-1.39495, 2.26785, -1.23238], [1.45059, -1.85420, 0.86440], [-0.87594, -2.67854, 1.96262], [-0.88060, -3.68747, 0.56811], [-0.67127, -1.42245, -0.76015], [-2.22806, -1.81102, 0.35183], [-2.26065, 0.34492, 0.74508], [-0.83582, -0.10662, 1.83047], [0.65126, 0.18913, -0.07616], [-0.73748, 2.37911, 0.64923], [0.53822, 2.49827, -0.67738], [-1.10773, 1.93891, -1.99097], [2.87962, 2.08566, -1.33732], [2.79937, 1.22550, -0.89868], [3.72775, 2.28976, -1.38304]], "atomic_forces_ev_per_a": [[0.1, 4.2, -1.8], [0.2, 0.1, 0.0], [-2.0, 2.6, -0.6], [-1.2, 0.2, -3.5], [-1.9, 0.8, 0.8], [-0.6, -1.1, -1.4], [-1.9, 2.5, 5.6], [-1.9, -4.2, 1.2], [0.0, -0.4, 1.4], [1.1, 0.0, 0.1], [-1.0, -1.1, 0.8], [1.8, -0.8, -1.0], [2.9, -1.3, 0.1], [0.6, 0.4, 2.0], [1.9, -0.4, 0.0], [-0.1, 1.1, 0.8], [0.1, -0.4, 0.8], [1.9, -2.3, -5.3], [-6.2, -1.8, 0.5], [0.2, 0.4, -0.2], [6.1, 1.3, -0.3]]}